1.
Entry from the Open Molecules 2025 dataset: 6 unconnected molecules or ions with the total composition C29H68BFN5O8S (ωB97M-V with the def2-TZVPD basis set).

## Properties
F_max	0.6	eV Å⁻¹
HOMO-LUMO gap	6.77	eV
total charge	-1
E_HOMO	-4.54	eV

The geometry in XYZ format:
```
113
Properties=species:S:1:pos:R:3:forces:R:3:lowdin_charge:R:1
C 4.34490 -1.75503 -1.00930 0.078 0.123 -0.034 -0.125
C 3.15952 -1.46520 -1.93309 0.109 0.035 -0.037 -0.267
C 2.31888 -0.25167 -1.49603 0.214 0.000 -0.108 -0.211
C 2.66570 1.02311 -2.27090 0.011 -0.042 0.012 -0.216
C 1.68455 2.18194 -2.06034 0.093 0.057 0.042 -0.193
C 1.37969 2.52252 -0.58981 0.009 0.157 -0.066 -0.106
C -0.11779 2.71902 -0.33512 0.038 0.057 -0.024 -0.443
C -0.64351 3.92604 -1.13549 -0.003 0.074 -0.020 0.019
O -0.81744 1.55658 -0.68841 -0.008 0.108 0.241 0.015
B -2.05086 1.43330 0.19826 -0.111 -0.200 -0.593 -0.741
C -3.39297 1.75714 -0.68142 0.145 0.198 -0.080 -0.150
C -3.35563 0.96887 -2.01504 -0.433 -0.031 0.300 -0.121
C -2.14550 -0.09283 0.82545 0.192 0.091 0.045 -0.031
C -2.66255 -0.20793 2.25882 -0.116 0.093 -0.040 -0.680
N -1.64801 0.24716 3.20857 -0.052 -0.290 0.239 0.083
N -2.96199 -1.58458 2.70551 0.128 -0.071 -0.359 0.062
N -3.95517 0.49672 2.33228 -0.128 -0.267 0.316 0.082
O -1.78292 2.51468 1.24975 0.212 -0.032 0.149 0.053
C -0.47721 2.87026 1.16512 -0.150 0.008 0.051 -0.440
F 0.31670 1.88212 1.85656 -0.021 0.081 0.047 -0.010
C -0.21866 4.17408 1.92517 0.084 -0.002 -0.092 -0.068
C 1.20420 4.36440 2.48960 -0.088 0.192 0.053 -0.184
C 1.23867 4.32790 4.02244 0.086 -0.182 -0.138 -0.264
C 0.99987 2.91109 4.53589 -0.086 0.170 0.194 -0.457
S 1.25178 2.76910 6.33810 -0.071 -0.110 -0.043 1.002
C 2.92165 2.32637 6.35424 0.015 0.066 0.005 -0.701
N 3.77750 2.22581 5.39792 -0.012 0.058 -0.202 0.061
N 4.97842 1.84088 5.99640 0.243 0.023 -0.439 0.051
C 4.74040 1.74990 7.24087 0.339 -0.135 0.396 -0.227
O 3.46697 2.03420 7.56545 -0.366 0.100 0.272 0.022
H 4.80450 -2.72409 -1.22502 -0.035 0.061 -0.001 0.060
H 4.03615 -1.74785 0.03921 -0.009 -0.076 -0.059 0.069
H 5.12351 -0.99362 -1.12351 -0.074 -0.021 0.056 0.068
H 2.52921 -2.35652 -1.99617 0.007 0.043 0.023 0.096
H 3.55252 -1.27886 -2.94089 -0.131 -0.151 0.010 0.094
H 1.25163 -0.45686 -1.61187 0.015 0.056 0.072 0.118
H 2.50856 -0.08372 -0.43303 -0.248 -0.048 0.004 0.100
H 3.68961 1.33508 -2.02151 -0.058 -0.021 0.012 0.111
H 2.67170 0.77398 -3.34018 0.054 0.072 0.037 0.100
H 0.74889 1.93368 -2.56894 0.014 -0.062 0.097 0.107
H 2.09199 3.07036 -2.55724 -0.090 -0.085 -0.075 0.104
H 1.90565 3.44300 -0.30177 0.012 -0.086 -0.003 0.119
H 1.73254 1.73148 0.06692 -0.059 0.014 0.033 0.101
H -0.29280 4.88617 -0.74375 0.070 -0.073 -0.026 0.074
H -1.73299 3.92307 -1.12594 0.063 0.031 0.046 0.080
H -0.31342 3.86200 -2.17529 -0.073 -0.093 0.055 0.080
H -4.30594 1.50377 -0.13379 0.092 -0.059 0.077 0.071
H -3.47547 2.83031 -0.90478 0.013 -0.046 0.041 0.071
H -4.30452 0.44316 -2.17624 0.069 0.060 -0.121 0.046
H -3.19415 1.62941 -2.87180 0.130 -0.122 0.000 0.065
H -2.58071 0.19892 -2.00785 0.045 0.111 -0.101 0.062
H -2.84641 -0.67036 0.20632 0.073 0.032 -0.012 0.096
H -1.16718 -0.58853 0.76566 -0.057 0.061 0.086 0.103
H -1.94506 -0.03458 4.13722 -0.113 0.191 0.048 0.059
H -1.55415 1.25324 3.16432 0.091 -0.029 -0.176 0.043
H -2.06771 -2.06774 2.73162 0.012 0.039 0.020 0.067
H -3.47266 -2.04119 1.95323 -0.089 0.025 0.082 0.069
H -4.42295 0.18109 3.17722 0.070 0.134 0.062 0.054
H -3.79364 1.49467 2.41080 0.027 0.012 -0.187 0.066
H -0.95144 4.18689 2.73988 0.062 -0.035 -0.029 0.121
H -0.47285 5.01958 1.28639 -0.104 -0.085 -0.010 0.104
H 1.61006 5.32616 2.15765 -0.048 -0.059 0.043 0.108
H 1.87846 3.59489 2.11320 -0.026 0.006 -0.054 0.105
H 2.20904 4.67661 4.38796 -0.020 -0.036 -0.037 0.100
H 0.47231 4.99766 4.42675 0.073 0.008 0.022 0.107
H -0.03260 2.58708 4.39685 0.112 -0.014 -0.134 0.065
H 1.65458 2.19301 4.04791 -0.078 -0.045 0.025 0.079
H 5.42688 1.48592 8.02897 -0.096 -0.004 -0.011 0.123
C 8.56007 0.71958 7.04924 -0.083 -0.057 -0.011 -0.091
C 9.47700 1.45059 6.08818 -0.068 0.031 -0.049 -0.332
O 9.08451 1.27415 4.73537 0.014 0.031 0.016 -0.081
H 8.52631 -0.34359 6.80988 0.032 -0.006 0.010 0.078
H 8.88910 0.83770 8.08353 0.027 0.022 -0.007 0.072
H 7.54396 1.10952 6.96157 0.008 0.009 -0.001 0.039
H 10.49361 1.06202 6.15102 0.011 0.004 0.013 0.107
H 9.51229 2.51719 6.33944 0.032 -0.001 0.013 0.107
H 8.18172 1.59743 4.63635 -0.024 -0.040 0.005 0.081
C -3.84637 -5.87755 4.57716 -0.008 -0.029 -0.064 -0.099
C -3.71319 -4.67023 3.66639 -0.050 -0.063 -0.009 -0.342
O -3.91968 -5.00788 2.29671 0.039 -0.056 0.043 -0.085
H -3.14075 -6.65572 4.28328 0.011 0.006 0.011 0.071
H -3.65328 -5.60434 5.61589 -0.004 0.014 0.003 0.070
H -4.85407 -6.29828 4.51995 -0.008 0.014 0.028 0.067
H -2.70602 -4.26262 3.71895 0.001 0.031 0.000 0.100
H -4.39830 -3.87340 3.96692 0.040 0.031 0.019 0.103
H -4.81720 -5.34041 2.20417 -0.019 0.040 -0.026 0.075
C -5.78596 -2.15347 -5.38795 -0.026 -0.007 0.047 -0.089
C -4.96797 -1.10161 -4.65883 0.085 -0.151 -0.281 -0.318
O -3.78703 -1.66809 -4.09909 0.034 0.074 -0.096 -0.082
H -6.06669 -2.95206 -4.69989 -0.021 0.004 0.000 0.074
H -6.69396 -1.72296 -5.81429 0.001 0.009 -0.001 0.071
H -5.20487 -2.59532 -6.20192 -0.010 0.027 -0.019 0.069
H -5.53363 -0.66642 -3.83826 0.089 -0.005 0.077 0.106
H -4.69675 -0.29418 -5.34862 -0.133 0.072 0.026 0.106
H -3.28385 -2.04832 -4.82852 0.010 -0.103 0.044 0.050
C -1.01289 -1.07789 -6.72943 0.087 0.112 -0.146 -0.093
C -0.88037 0.32613 -6.17144 -0.081 -0.060 0.161 -0.311
O -2.15737 0.88273 -5.88789 0.049 -0.176 -0.098 -0.081
H -1.61873 -1.07879 -7.63708 0.018 0.006 -0.016 0.083
H -0.03405 -1.50484 -6.95933 0.001 -0.017 0.017 0.073
H -1.50188 -1.73301 -6.00847 0.082 -0.032 0.022 0.048
H -0.40076 1.00199 -6.87958 -0.009 -0.027 -0.041 0.109
H -0.27013 0.30432 -5.26132 0.036 0.062 -0.019 0.110
H -2.58645 0.25410 -5.29487 -0.117 0.222 0.258 0.044
C -0.94928 -6.11107 -7.45810 0.037 0.033 -0.062 -0.094
C -0.82347 -4.69846 -6.91884 -0.215 -0.089 0.162 -0.321
O -2.10768 -4.14090 -6.63270 0.071 -0.042 -0.008 -0.099
H -1.55529 -6.11654 -8.36442 0.011 -0.002 -0.009 0.074
H 0.03036 -6.53262 -7.68909 0.007 0.001 0.008 0.072
H -1.43205 -6.76113 -6.72482 0.030 -0.007 0.015 0.072
H -0.36079 -4.03779 -7.65005 -0.039 0.026 -0.016 0.105
H -0.20461 -4.68536 -6.01578 0.053 0.019 -0.036 0.115
H -2.52384 -4.70585 -5.97338 -0.048 0.034 0.013 0.083
```
Forces are in eV/Å.

2.
Entry from the Open Molecules 2025 dataset: a gas-phase ion, C6H13N2O2 (charge +1) (ωB97M-V with the def2-TZVPD basis set).

## Properties
F_max	3.8	eV Å⁻¹
HOMO-LUMO gap	10.13	eV
total charge	+1
structure (SMILES)	CNC(=O)C(=O)[N+](C)(C)C
E_HOMO	-13.92	eV

The geometry in XYZ format:
```
23
Properties=species:S:1:pos:R:3:forces:R:3:nbo_charge:R:1
C -0.31600 -3.75186 -1.13958 1.800 -1.312 0.376 -0.421
N -0.06463 -2.36829 -1.17358 -0.046 3.322 1.746 -0.588
C -0.21396 -1.55030 -0.09947 0.358 0.608 -0.211 0.690
O -0.40780 -1.82499 1.04074 0.005 0.400 -0.061 -0.544
C 0.08878 0.22486 -0.61071 -0.976 -2.693 -0.381 0.612
O 0.47599 0.38846 -1.71176 -0.175 0.525 0.473 -0.492
N -0.00533 1.46374 0.38666 0.292 -1.921 -0.657 -0.267
C 1.34839 1.29184 0.98538 0.306 2.117 0.102 -0.434
C -0.06352 2.72291 -0.41387 -0.872 -1.258 0.175 -0.411
C -0.98031 1.30796 1.51674 2.289 -0.899 -0.179 -0.397
H -1.30330 -3.99981 -1.18569 -3.133 -0.301 0.595 0.210
H -0.00708 -4.16175 -2.07126 1.075 -0.402 -0.614 0.229
H 0.15374 -4.26464 -0.28866 -0.021 0.341 -0.382 0.234
H -0.07887 -1.87276 -2.02562 0.235 0.256 -1.208 0.419
H 1.26704 2.03289 1.77520 1.057 -0.332 0.493 0.234
H 1.67992 0.31657 1.25206 -0.853 -1.045 0.825 0.257
H 2.09415 1.54473 0.26795 0.439 0.875 -0.676 0.236
H 0.50718 2.42596 -1.25569 0.820 0.784 -0.936 0.246
H -1.07759 2.90272 -0.75758 -0.159 0.021 0.266 0.239
H 0.31803 3.52165 0.17736 0.377 0.620 0.251 0.235
H -1.10894 2.23341 2.02283 -0.246 0.768 0.217 0.238
H -1.82672 0.83854 1.16773 -2.252 -0.494 -0.762 0.233
H -0.47918 0.57818 2.14080 -0.320 0.020 0.548 0.242
```
Forces are in eV/Å.

3.
Entry from the Open Molecules 2025 dataset: 2 unconnected molecules or ions with the total composition C2HF2NO3 (ωB97M-V with the def2-TZVPD basis set).

## Properties
F_max	4.5	eV Å⁻¹
HOMO-LUMO gap (spin up / spin down)	7.50 / 9.08	eV
total charge	0
E_HOMO (spin up / spin down)	-8.70 / -9.22	eV

The geometry in XYZ format:
```
9
Properties=species:S:1:pos:R:3:forces:R:3:nbo_charge:R:1
C 0.88775 -0.49731 0.52142 0.995 -2.138 -0.722 0.035
C 1.08664 0.73289 -0.02158 1.818 -0.733 -1.324 0.736
N -2.19807 -0.32384 -0.35180 -4.267 -1.160 -0.996 0.526
O -2.07299 0.69582 -0.93431 2.036 0.459 0.555 -0.288
O -0.09739 -0.90028 1.18712 2.689 0.953 1.939 -0.451
O -1.78429 -1.15798 0.36010 -0.589 0.182 -1.073 -0.156
F 2.05451 0.86320 -0.92952 0.036 0.004 0.388 -0.304
F 0.41666 1.79278 0.03181 -1.616 1.772 0.593 -0.252
H 1.70717 -1.20528 0.13677 -1.102 0.660 0.641 0.153
```
Forces are in eV/Å.

| no. | energy (a.u.) |
| --- | --- |
| 1 | -2544.466081 |
| 2 | -496.095807 |
| 3 | -556.767226 |